# 1
# C8H12N2O3

2 unconnected molecules or ions with the total composition C8H12N2O3 at a distorted geometry (ωB97M-V with the def2-TZVPD basis set, the Open Molecules 2025 dataset).

Summary:
Total energy   -646.78766 Ha
Kohn-Sham gap   4.412 eV

ORCA input file:
```
! wB97M-V def2-TZVPD RIJCOSX def2/J DEFGRID3
* xyz 0 1
H 2.043 -0.025 -1.483
C -3.741 -1.500 -0.030
C -0.053 0.324 1.254
H -2.799 0.528 -2.185
H 3.593 1.776 -0.002
H 1.319 -2.817 2.123
C -1.394 -0.621 1.301
H 3.866 -0.260 -1.006
H 2.448 -0.944 0.122
C -0.671 1.369 -1.152
N 0.260 1.241 0.058
H 0.754 0.318 2.134
H 1.709 2.673 -0.951
C 1.547 2.064 0.055
N 2.764 1.197 0.292
C 2.787 -0.040 -0.580
C -2.404 -0.529 -0.024
H -1.602 -1.349 2.216
O -3.695 -2.741 -0.823
H -0.354 2.127 -2.009
H 1.394 2.887 0.905
O -4.793 -1.115 0.730
O 1.895 -2.250 1.643
H -2.816 -2.814 -1.310
C -2.056 0.501 -1.279
*
```

Mulliken atomic charge list, values in e, 4 entries: 0.132 0.354 0.030 0.325

---

# 2
# C8H12N3

A gas-phase ion, C8H12N3 (charge +1) at a distorted geometry (ωB97M-V with the def2-TZVPD basis set, the Open Molecules 2025 dataset).

Summary:
Total energy   -475.91508 Ha
Kohn-Sham gap (spin up / spin down)   6.427 / 6.428 eV
SMILES   CNC=C=C[C@H]1N=CC=[N+]1C

ORCA input file:
```
! wB97M-V def2-TZVPD RIJCOSX def2/J DEFGRID3
* xyz 1 1
H -0.440 1.216 2.469
H -2.004 -1.738 -1.126
H -2.473 3.134 -1.182
C -0.433 0.974 1.404
N -2.075 0.065 -0.180
C -2.285 2.170 -0.636
H -0.900 -1.559 0.335
H 3.861 -0.297 -1.645
C -2.218 0.881 -1.173
H 4.541 -0.026 -0.146
H -2.114 0.630 -2.169
N -2.250 2.131 0.683
H -2.783 -1.730 0.542
C 0.678 0.683 0.803
N 2.489 -0.694 -0.050
H 2.026 1.255 -0.531
C 1.774 0.384 0.090
H -2.505 0.223 1.918
C 3.851 -0.690 -0.584
C -1.927 -1.326 -0.158
H 4.232 -1.678 -0.644
H 2.225 -1.512 0.645
C -1.925 0.797 1.029
*
```

Mulliken atomic charge list, values in e, 4 entries: 0.334 0.353 0.392 -0.918

---

# 3
# C8H12N3S

2 unconnected molecules or ions with the total composition C8H12N3S at a distorted geometry (ωB97M-V with the def2-TZVPD basis set, the Open Molecules 2025 dataset).

Summary:
Total energy   -874.21698 Ha
Kohn-Sham gap (spin up / spin down)   7.500 / 7.500 eV

ORCA input file:
```
! wB97M-V def2-TZVPD RIJCOSX def2/J DEFGRID3
* xyz 1 1
C -0.929 0.854 1.625
C 1.485 -0.390 -0.563
H -0.307 -2.370 0.601
H 1.101 1.592 -0.558
C -0.237 -1.511 1.256
H -0.327 0.919 2.520
H -2.931 2.783 -0.290
H 4.073 -0.944 -2.594
H 2.789 -1.339 -3.551
H 2.130 1.045 -1.840
S 2.281 -1.640 -1.355
C -2.396 1.907 0.044
H -1.561 2.885 1.761
H -1.843 -1.307 -0.831
N 3.063 -0.883 -2.690
H -3.082 0.683 -1.572
C -0.986 -0.348 0.895
N 0.459 -1.657 2.350
H 0.959 -2.512 2.549
C -2.478 0.724 -0.679
N 1.580 0.827 -1.010
C -1.623 1.965 1.198
H 0.568 -0.891 3.001
C -1.784 -0.392 -0.264
*
```

Mulliken atomic charge list, values in e, 4 entries: -0.463 -0.008 0.461 0.221

---

# 4
# C8H12N4

2 unconnected molecules or ions with the total composition C8H12N4 at a distorted geometry (ωB97M-V with the def2-TZVPD basis set, the Open Molecules 2025 dataset).

Summary:
Total energy   -530.30527 Ha
Kohn-Sham gap (spin up / spin down)   4.422 / 3.779 eV

ORCA input file:
```
! wB97M-V def2-TZVPD RIJCOSX def2/J DEFGRID3
* xyz 2 1
H -2.969 -0.981 -1.728
C -3.990 -0.115 1.086
H -0.552 2.294 -0.868
C -4.295 -0.690 -0.159
H 1.118 2.630 -0.289
C 0.505 1.933 -0.952
H 3.893 -2.472 0.923
C 3.520 -1.563 0.484
N -3.126 -0.680 -0.834
C 1.883 -0.120 -0.235
H -5.224 -1.156 -0.498
H -0.218 -0.172 -0.418
H -4.667 0.050 1.901
H 3.158 1.552 0.083
H 0.966 2.035 -1.958
N 3.027 0.542 0.170
N 2.274 -1.438 -0.110
C 0.692 0.457 -0.574
H -2.158 0.627 1.830
H 5.126 -0.055 0.913
N -2.688 0.140 1.068
H 1.887 -2.371 -0.363
C 3.991 -0.255 0.615
C -2.153 -0.194 -0.086
*
```

Mulliken atomic charge list, values in e, 4 entries: 0.090 -0.348 0.338 -0.261

---

# 5
# C8H12N4

A gas-phase ion, C8H12N4 (charge +2) at a distorted geometry (ωB97M-V with the def2-TZVPD basis set, the Open Molecules 2025 dataset).

Summary:
Total energy   -530.28983 Ha
Kohn-Sham gap (spin up / spin down)   6.388 / 8.044 eV

ORCA input file:
```
! wB97M-V def2-TZVPD RIJCOSX def2/J DEFGRID3
* xyz 2 1
H 0.857 -1.603 -0.887
H -1.134 -2.696 0.667
N -1.752 -1.939 0.566
N -0.498 -0.072 0.392
C -1.490 -0.778 -0.358
C -1.617 2.087 -0.399
C 1.509 -0.865 -0.582
C 2.894 -0.877 -0.517
H 3.559 2.194 0.700
H -1.320 -1.282 -1.304
H -3.835 1.495 -0.199
N 3.585 0.210 -0.113
C 1.553 1.252 0.508
H -0.927 1.899 -1.135
H 0.933 2.005 0.865
C 2.910 1.252 0.354
C 0.778 0.139 0.071
H 4.584 0.188 -0.322
N -2.736 -0.089 -0.462
H -1.637 3.051 0.062
H -2.669 -2.194 0.585
H 3.566 -1.616 -0.905
H -1.749 -1.600 1.567
C -2.746 1.183 -0.275
*
```

Mulliken atomic charge list, values in e, 4 entries: 0.547 0.317 -0.319 -0.574

---

# 6
# C8H12N5

A molecular structure, C8H12N5 at a distorted geometry (ωB97M-V with the def2-TZVPD basis set, the Open Molecules 2025 dataset).

Summary:
Total energy   -585.47726 Ha
Kohn-Sham gap   8.935 eV

ORCA input file:
```
! wB97M-V def2-TZVPD RIJCOSX def2/J DEFGRID3
* xyz 1 1
C 0.299 -0.202 0.142
H 1.235 0.164 2.026
H 1.852 0.447 -1.099
H 0.436 -3.265 0.402
H -0.975 -0.247 -2.513
H -0.024 1.634 2.262
H -1.394 -2.857 -3.114
N -2.375 0.866 0.217
H 0.193 -1.022 2.190
H 1.704 -1.440 1.193
C 0.883 -0.712 1.494
H 0.929 3.650 1.003
C -0.062 -1.359 -0.770
H -2.601 -0.005 -0.247
N 0.612 2.666 0.761
C 0.055 -2.744 -0.529
H -1.361 2.895 1.738
C -1.263 1.000 0.698
N -0.893 -2.456 -2.377
C 1.287 2.021 -0.110
N -0.429 -3.370 -1.528
C -0.594 2.117 1.436
H 2.003 2.600 -0.816
N 1.129 0.787 -0.447
C -0.645 -1.169 -2.012
*
```

Mulliken atomic charge list, values in e, 4 entries: 1.209 0.491 0.379 0.394

---

Copy entry 5 word for word.
# C8H12N4

A gas-phase ion, C8H12N4 (charge +2) at a distorted geometry (ωB97M-V with the def2-TZVPD basis set, the Open Molecules 2025 dataset).

Summary:
Total energy   -530.28983 Ha
Kohn-Sham gap (spin up / spin down)   6.388 / 8.044 eV

ORCA input file:
```
! wB97M-V def2-TZVPD RIJCOSX def2/J DEFGRID3
* xyz 2 1
H 0.857 -1.603 -0.887
H -1.134 -2.696 0.667
N -1.752 -1.939 0.566
N -0.498 -0.072 0.392
C -1.490 -0.778 -0.358
C -1.617 2.087 -0.399
C 1.509 -0.865 -0.582
C 2.894 -0.877 -0.517
H 3.559 2.194 0.700
H -1.320 -1.282 -1.304
H -3.835 1.495 -0.199
N 3.585 0.210 -0.113
C 1.553 1.252 0.508
H -0.927 1.899 -1.135
H 0.933 2.005 0.865
C 2.910 1.252 0.354
C 0.778 0.139 0.071
H 4.584 0.188 -0.322
N -2.736 -0.089 -0.462
H -1.637 3.051 0.062
H -2.669 -2.194 0.585
H 3.566 -1.616 -0.905
H -1.749 -1.600 1.567
C -2.746 1.183 -0.275
*
```

Mulliken atomic charge list, values in e, 4 entries: 0.547 0.317 -0.319 -0.574

---

Q: Number 5 is which compound?
A: C8H12N4